Below is an isolated molecule of C2H4N2S2, with properties calculated with wB97M-V/def2-TZVPD.

Each line ends with the Mulliken charge.
Element x y z (Å)
C (1.05586, 0.62292, 0.50789)  0.2166
C (-0.07550, 1.49423, 0.27648)  -0.5470
N (1.05893, -0.63908, 0.65762)  -0.6203
N (-0.70409, -1.72369, -0.90044)  -0.4680
S (-1.57915, 0.92952, 0.83086)  0.0391
S (-1.32380, -0.98080, 0.47410)  0.0376
H (2.05957, 1.00513, 0.33379)  0.3736
H (0.18595, 2.50438, 0.29790)  0.3996
H (-0.90566, -1.07995, -1.60309)  0.2577
H (0.22789, -2.13266, -0.87513)  0.3111

Gap between HOMO and LUMO (spin up / spin down) (hartree): 0.265 / 0.255
Total charge: 0
Energy relative to the best compared isomer or geometry (same formula, charge and spin) (eV): 5.045